{
  "formula": "C4H11NO",
  "method": "ωB97M-V/def2-TZVPD",
  "elements": ["C", "C", "C", "C", "N", "H", "H", "H", "H", "H", "H", "H", "H", "H", "H", "H", "O"],
  "coordinates": [[0.25, -0.25, -0.64], [-1.03, -0.70, 0.10], [-0.76, -1.43, 1.38], [-0.02, -0.95, 2.36], [0.09, 0.57, -2.19], [0.97, 0.28, -0.03], [0.67, -1.16, -1.04], [-1.53, 0.24, 0.38], [-1.64, -1.17, -0.66], [-1.25, -2.38, 1.49], [0.41, 0.03, 2.30], [0.05, -1.43, 3.32], [-0.40, -0.21, -2.62], [-0.44, 0.69, -1.36], [1.33, 3.24, -0.51], [1.38, 2.10, -1.49], [1.90, 2.52, -0.79]],
  "mulliken_charge": [-0.71, -0.54, -0.14, -0.77, -0.72, 0.53, 0.28, 0.34, 0.39, 0.33, 0.23, 0.28, 0.24, 0.28, 0.30, 0.38, -0.68],
  "energy_ev": -7860.311,
  "relative_energy_kcal_mol": 97.8,
  "lumo_ha": 0.0316,
  "gap_ev": 11.005,
  "homo_energy_ha": -0.373
}

{
  "formula": "C4H11NO",
  "method": "ωB97M-V/def2-TZVPD",
  "elements": ["C", "N", "C", "C", "C", "H", "H", "H", "H", "H", "H", "H", "H", "H", "O", "H", "H"],
  "coordinates": [[-0.85, -1.40, -0.05], [-0.94, -0.29, 0.51], [0.15, 0.71, 0.47], [1.39, 0.44, -0.41], [2.70, 0.41, 0.37], [-0.05, -1.84, -0.66], [-1.71, -2.09, -0.03], [-0.35, 1.57, 0.05], [0.42, 0.85, 1.51], [1.33, -0.51, -0.93], [1.45, 1.19, -1.20], [3.53, 0.55, -0.33], [2.73, 1.20, 1.11], [2.81, -0.55, 0.86], [-4.49, -0.17, -0.16], [-3.53, -0.30, -0.10], [-4.61, 0.25, -1.02]],
  "mulliken_charge": [-0.18, -0.48, -0.44, -0.31, -1.24, 0.22, 0.28, 0.25, 0.37, 0.23, 0.32, 0.34, 0.35, 0.30, -0.66, 0.34, 0.30],
  "smiles": "C=NCCC.O",
  "energy_ev": -7862.876,
  "relative_energy_kcal_mol": 38.7,
  "lumo_ha": 0.0340,
  "gap_ev": 10.620,
  "homo_energy_ha": -0.356
}

{
  "formula": "C4H11NO",
  "method": "ωB97M-V/def2-TZVPD",
  "elements": ["C", "C", "N", "O", "H", "H", "H", "H", "H", "C", "C", "H", "H", "H", "H", "H", "H"],
  "coordinates": [[-2.08, -0.89, 1.33], [-1.20, 0.32, 1.08], [0.01, 0.33, 1.71], [-1.54, 1.20, 0.32], [-2.35, -1.28, 0.35], [-2.99, -0.56, 1.83], [-1.60, -1.63, 1.95], [0.63, 1.12, 1.57], [0.19, -0.27, 2.49], [2.20, -0.81, -1.50], [2.14, 0.11, -2.72], [2.89, -1.63, -1.70], [2.60, -0.29, -0.64], [1.22, -1.26, -1.32], [1.65, 1.06, -2.49], [1.63, -0.37, -3.55], [3.16, 0.31, -3.08]],
  "mulliken_charge": [-0.89, 0.64, -0.39, -0.61, 0.25, 0.27, 0.32, 0.22, 0.19, -0.72, -0.84, 0.32, 0.22, 0.19, 0.27, 0.27, 0.28],
  "smiles": "CC(N)=O.CC",
  "energy_ev": -7864.452,
  "relative_energy_kcal_mol": 2.3,
  "lumo_ha": 0.0305,
  "gap_ev": 10.630,
  "homo_energy_ha": -0.360
}

{
  "formula": "C4H11NO",
  "method": "ωB97M-V/def2-TZVPD",
  "elements": ["C", "C", "C", "C", "N", "H", "H", "H", "H", "H", "H", "H", "H", "H", "O", "H", "H"],
  "coordinates": [[0.58, -1.92, -0.94], [1.24, -1.29, 0.26], [0.60, -0.62, 1.20], [1.25, 0.00, 2.38], [0.83, 1.39, 2.51], [0.79, -2.97, -1.10], [0.90, -1.37, -1.83], [-0.49, -1.74, -0.86], [2.30, -1.46, 0.31], [-0.49, -0.63, 1.19], [2.35, -0.08, 2.29], [1.13, -0.53, 3.33], [1.43, 1.99, 1.95], [0.92, 1.74, 3.45], [-3.73, 1.78, -4.39], [-3.12, 1.71, -3.64], [-3.20, 2.28, -5.02]],
  "mulliken_charge": [-1.13, 0.02, -0.26, -0.39, -0.63, 0.32, 0.28, 0.28, 0.31, 0.21, 0.24, 0.32, 0.21, 0.23, -0.64, 0.32, 0.32],
  "smiles": "C/C=C/CN.O",
  "energy_ev": -7863.074,
  "relative_energy_kcal_mol": 34.1,
  "lumo_ha": 0.0313,
  "gap_ev": 10.060,
  "homo_energy_ha": -0.338
}

{
  "formula": "C4H11NO",
  "method": "ωB97M-V/def2-TZVPD",
  "elements": ["C", "C", "N", "H", "H", "H", "H", "H", "C", "C", "O", "H", "H", "H", "H", "H", "H"],
  "coordinates": [[-2.98, 0.04, -0.17], [-1.80, 0.67, -0.22], [-1.21, 1.33, 0.82], [-3.41, -0.41, -1.05], [-3.57, 0.02, 0.74], [-1.36, 0.80, -1.20], [-1.61, 1.22, 1.74], [-0.23, 1.55, 0.78], [1.73, -1.11, 0.69], [2.14, -0.50, -0.64], [1.46, 0.76, -0.85], [1.75, -2.19, 0.65], [2.38, -0.75, 1.49], [0.74, -0.76, 0.96], [1.91, -1.16, -1.48], [3.18, -0.23, -0.64], [0.86, 0.71, -1.61]],
  "mulliken_charge": [-0.99, 0.36, -0.45, 0.26, 0.23, 0.19, 0.17, 0.25, -0.79, -0.27, -0.51, 0.31, 0.27, 0.18, 0.33, 0.21, 0.26],
  "smiles": "C=CN.CCO",
  "energy_ev": -7862.907,
  "relative_energy_kcal_mol": 38.0,
  "lumo_ha": 0.0332,
  "gap_ev": 8.897,
  "homo_energy_ha": -0.294
}

{
  "formula": "C4H11NO",
  "method": "ωB97M-V/def2-TZVPD",
  "elements": ["C", "C", "C", "C", "N", "H", "H", "H", "H", "H", "H", "H", "H", "H", "O", "H", "H"],
  "coordinates": [[-0.59, 2.48, 1.48], [0.45, 2.28, 0.65], [0.36, 1.30, -0.54], [-0.67, 0.22, -0.19], [-0.76, -0.89, -1.20], [-1.52, 1.85, 1.55], [-0.71, 3.35, 2.16], [1.21, 3.00, 0.45], [1.41, 0.86, -0.73], [0.02, 1.87, -1.41], [-0.26, -0.16, 0.80], [-1.64, 0.60, -0.04], [-0.74, -0.33, -2.05], [-1.56, -1.39, -1.01], [1.23, -4.01, -0.01], [0.82, -4.19, 0.90], [1.16, -4.78, -0.60]],
  "mulliken_charge": [-0.56, -0.25, -0.38, -0.62, -0.55, 0.16, 0.23, 0.33, 0.24, 0.34, 0.29, 0.34, 0.22, 0.22, -0.65, 0.32, 0.32],
  "smiles": "C=CCCN.O",
  "energy_ev": -7862.077,
  "relative_energy_kcal_mol": 57.1,
  "lumo_ha": 0.0357,
  "gap_ev": 10.027,
  "homo_energy_ha": -0.333
}